F2OS | wB97M-V/def2-TZVPD

```
! wB97M-V def2-TZVPD RIJCOSX def2/J DEFGRID3
* xyz 0 1
O -1.500 0.580 0.018
S -2.735 -0.268 -0.019
F 2.784 0.030 -0.045
F 1.452 -0.343 0.046
*
```

The strongest force on any atom is 1.07 eV/Å. Its SMILES is O=S.FF. The calculation puts the HOMO-LUMO gap at 6.42 eV.

***

F30NaP5 | wB97M-V/def2-TZVPD

```
! wB97M-V def2-TZVPD RIJCOSX def2/J DEFGRID3
* xyz -4 1
Na -0.475 0.117 0.095
P 1.993 2.549 -0.671
F 0.386 2.755 -0.908
F 2.068 2.027 -2.220
F 2.291 4.102 -1.059
F 3.580 2.341 -0.492
F 1.817 3.085 0.878
F 1.711 1.045 -0.170
P 3.057 -2.232 -0.766
F 2.890 -3.655 0.009
F 1.974 -2.750 -1.840
F 2.022 -1.521 0.262
F 3.219 -0.865 -1.594
F 4.235 -1.790 0.285
F 4.294 -2.903 -1.654
P -1.991 2.554 2.540
F -2.854 3.930 2.164
F -3.342 1.700 2.535
F -1.703 2.309 0.955
F -1.152 1.217 2.928
F -0.673 3.512 2.587
F -2.248 2.908 4.124
P -0.779 -2.807 1.627
F -0.024 -1.369 1.839
F -1.511 -2.608 3.062
F -2.106 -2.129 0.984
F -1.540 -4.301 1.545
F -0.215 -3.005 0.153
F 0.424 -3.569 2.436
P -2.170 -0.066 -2.835
F -1.847 1.480 -2.711
F -1.865 -0.127 -4.418
F -0.653 -0.353 -2.349
F -2.488 -1.676 -2.898
F -2.580 -0.110 -1.250
F -3.746 0.210 -3.172
*
```

The strongest force on any atom is 2.32 eV/Å. The calculation puts the HOMO-LUMO gap at 9.43 eV.

***

F30P5V | wB97M-V/def2-TZVPD

```
! wB97M-V def2-TZVPD RIJCOSX def2/J DEFGRID3
* xyz -3 4
V 0.349 0.158 -0.598
P 2.693 0.661 -1.783
F 2.449 1.102 -0.224
F 3.578 1.992 -2.012
F 4.063 0.047 -1.227
F 2.945 0.354 -3.357
F 1.983 -0.785 -1.638
F 1.252 1.324 -2.138
P -1.672 -1.357 -2.291
F -1.894 -0.027 -1.332
F -2.583 -0.888 -3.555
F -0.250 -0.598 -2.829
F -1.162 -2.555 -3.186
F -0.716 -1.817 -1.064
F -2.837 -2.147 -1.484
P -2.155 -0.734 2.264
F -0.996 -1.755 2.729
F -1.027 -0.084 1.254
F -2.611 -1.788 1.081
F -3.278 0.307 1.735
F -3.153 -1.389 3.336
F -1.646 0.328 3.389
P 2.669 -1.780 1.776
F 3.646 -0.603 1.277
F 4.008 -2.612 2.381
F 2.333 -1.121 3.220
F 1.737 -3.105 2.044
F 1.382 -1.093 0.923
F 3.090 -2.203 0.288
P -1.704 3.196 0.147
F -1.892 2.798 1.731
F -2.883 2.139 -0.162
F -2.933 4.250 0.276
F -1.655 3.437 -1.452
F -0.636 4.283 0.559
F -0.492 2.065 -0.079
*
```

The strongest force on any atom is 4.65 eV/Å. The calculation puts the HOMO-LUMO gap (alpha / beta) at 8.23 / 10.99 eV.

***

F36KP6 | wB97M-V/def2-TZVPD

```
! wB97M-V def2-TZVPD RIJCOSX def2/J DEFGRID3
* xyz -5 1
K -0.220 0.067 -0.072
P -2.596 1.425 2.196
F -4.114 2.000 1.919
F -2.828 0.097 1.255
F -2.032 2.225 0.929
F -1.115 0.887 2.528
F -2.374 2.737 3.123
F -3.179 0.560 3.449
P 2.348 -0.832 3.500
F 2.938 -2.345 3.473
F 3.205 -0.567 4.892
F 3.635 -0.308 2.646
F 1.765 0.667 3.560
F 1.558 -1.115 2.104
F 1.125 -1.354 4.429
P -1.516 -3.707 0.167
F -1.746 -4.621 -1.179
F -3.126 -3.484 0.200
F -1.643 -5.084 1.054
F -1.410 -2.852 1.522
F 0.079 -3.964 0.073
F -1.293 -2.361 -0.743
P 2.470 -1.156 -2.551
F 3.224 -0.017 -3.379
F 3.950 -1.836 -2.299
F 2.614 -0.239 -1.192
F 1.814 -2.352 -1.689
F 0.973 -0.521 -2.725
F 2.248 -2.070 -3.895
P -2.654 0.921 -3.398
F -2.623 0.705 -1.744
F -1.238 1.654 -3.321
F -1.958 -0.550 -3.552
F -2.671 1.116 -4.996
F -4.095 0.193 -3.488
F -3.413 2.357 -3.193
P 1.982 3.368 0.062
F 1.218 3.711 1.454
F 1.454 4.750 -0.623
F 3.316 4.193 0.580
F 2.727 3.045 -1.356
F 2.577 2.050 0.724
F 0.623 2.606 -0.447
*
```

The strongest force on any atom is 2.73 eV/Å. The calculation puts the HOMO-LUMO gap at 10.13 eV.

***

F3NOS | wB97M-V/def2-TZVPD

```
! wB97M-V def2-TZVPD RIJCOSX def2/J DEFGRID3
* xyz 0 1
N -0.013 -0.446 2.258
O -0.247 -0.891 -2.025
F -0.526 0.807 2.134
F -0.197 -0.961 0.973
F 0.873 1.300 -2.156
S 0.110 0.189 -1.184
*
```

The strongest force on any atom is 3.36 eV/Å. The calculation puts the HOMO-LUMO gap (alpha / beta) at 10.93 / 7.43 eV.

***

F3NS | wB97M-V/def2-TZVPD

```
! wB97M-V def2-TZVPD RIJCOSX def2/J DEFGRID3
* xyz 0 1
N -1.984 0.754 -0.079
F -2.638 -0.370 0.093
F 1.261 -1.365 0.002
F 2.352 0.782 0.347
S 1.010 0.199 -0.363
*
```

The strongest force on any atom is 1.50 eV/Å. The calculation puts the HOMO-LUMO gap (alpha / beta) at 8.56 / 8.63 eV.

***

F4N2 | wB97M-V/def2-TZVPD

```
! wB97M-V def2-TZVPD RIJCOSX def2/J DEFGRID3
* xyz 0 1
N 1.032 0.486 -0.073
N -0.981 -0.409 0.124
F 1.746 -0.638 0.012
F 1.068 0.968 1.181
F -0.966 -1.078 -1.034
F -1.662 0.707 -0.169
*
```

The strongest force on any atom is 0.41 eV/Å. The calculation puts the HOMO-LUMO gap (alpha / beta) at 10.26 / 10.26 eV.

***

F4OP2 | wB97M-V/def2-TZVPD

```
! wB97M-V def2-TZVPD RIJCOSX def2/J DEFGRID3
* xyz 0 1
F 1.854 -0.058 -1.194
P 1.523 0.612 0.181
F 2.309 -0.621 0.917
O 0.014 0.094 0.554
P -1.630 0.568 0.221
F -1.680 0.169 -1.285
F -2.390 -0.764 0.606
*
```

The strongest force on any atom is 2.12 eV/Å. Its SMILES is FP(F)OP(F)F. The calculation puts the HOMO-LUMO gap at 11.64 eV.

***

F6H30O15P | wB97M-V/def2-TZVPD

```
! wB97M-V def2-TZVPD RIJCOSX def2/J DEFGRID3
* xyz -1 1
P -19.679 8.655 20.212
F -20.182 10.118 20.692
F -18.230 9.298 19.953
F -19.253 8.237 21.711
F -19.112 7.195 19.711
F -21.147 8.034 20.546
F -20.197 8.863 18.695
O -21.117 5.958 23.312
H -20.261 6.088 22.883
H -21.642 5.502 22.641
O -16.653 9.616 22.537
H -17.140 10.444 22.488
H -17.104 9.020 21.928
O -16.567 6.825 21.160
H -15.912 6.119 21.165
H -16.456 7.270 20.313
O -18.438 8.123 16.632
H -18.974 8.215 17.431
H -17.748 7.503 16.888
O -21.988 11.884 19.052
H -22.293 11.168 18.479
H -21.045 11.724 19.140
O -22.868 4.975 21.416
H -22.875 5.830 20.968
H -23.420 4.407 20.872
O -19.074 5.068 17.577
H -19.874 5.260 17.081
H -19.201 5.510 18.426
O -18.632 12.349 21.852
H -19.400 12.865 21.591
H -18.881 11.442 21.644
O -18.630 5.033 21.745
H -19.377 4.919 21.151
H -18.131 5.784 21.375
O -20.429 8.941 24.373
H -20.222 8.371 23.626
H -21.111 8.462 24.851
O -22.915 9.725 17.482
H -23.467 9.765 16.697
H -22.576 8.826 17.523
O -16.627 10.632 17.142
H -16.779 9.753 16.775
H -16.730 10.515 18.092
O -23.472 6.578 18.936
H -23.955 6.510 18.106
H -22.549 6.427 18.700
O -22.749 10.598 22.209
H -21.867 10.356 21.903
H -23.277 9.817 22.011
O -24.350 8.488 20.988
H -23.609 8.295 20.402
H -25.091 8.015 20.604
*
```

The strongest force on any atom is 1.62 eV/Å. The calculation puts the HOMO-LUMO gap at 8.65 eV.

***

FFeHO2P | wB97M-V/def2-TZVPD

```
! wB97M-V def2-TZVPD RIJCOSX def2/J DEFGRID3
* xyz 1 5
P -0.229 -0.287 1.813
O 0.077 1.261 1.611
O 0.168 -0.825 0.430
F -0.284 -0.805 -3.137
Fe -0.173 -0.797 -1.398
H 0.442 1.453 0.681
*
```

The strongest force on any atom is 1.91 eV/Å. The calculation puts the HOMO-LUMO gap (alpha / beta) at 10.49 / 9.26 eV.